This record from the Open Molecules 2025 dataset describes a cluster of 2 separate species, C5H18NOSi2 in total at a distorted geometry. The level of theory is ωB97M-V with the def2-TZVPD basis set.

Each line ends with the Mulliken charge.
Element x y z (Å)
C  -0.833  -0.398  2.471  -1.460
C  -2.534  1.100  1.382  -1.361
C  2.563  0.539  0.291  -1.061
C  -1.082  0.652  1.385  0.499
C  -0.587  0.053  0.147  -0.497
N  -0.845  -1.373  -0.106  -0.063
O  1.134  -0.528  -1.808  -0.195
Si  1.735  -0.502  -3.429  0.233
Si  0.999  0.743  -0.768  0.269
H  0.323  -0.718  2.528  0.267
H  -0.880  0.066  3.430  0.465
H  -1.472  -1.271  2.359  0.362
H  -2.945  1.550  2.265  0.387
H  -2.383  1.771  0.571  0.411
H  -3.209  0.270  1.075  0.254
H  2.527  0.973  1.311  0.359
H  2.748  -0.511  0.400  0.357
H  3.536  0.745  -0.255  0.348
H  -0.473  1.451  1.555  0.426
H  -1.809  0.689  -1.609  0.114
H  -1.812  -1.613  -0.108  0.341
H  -0.269  -1.980  0.507  0.396
H  -0.359  -1.635  -1.061  0.392
H  3.083  0.134  -3.335  -0.061
H  0.533  -0.160  -4.250  -0.052
H  2.041  -1.964  -3.464  -0.082
H  0.269  1.915  -1.484  -0.049

LUMO energy (spin up / spin down): -4.41 / -4.30 eV
Max |F|: 3.9 eV/Å
Charge: +1


This record from the Open Molecules 2025 dataset describes a cluster of 4 separate species, C5H18O3 in total at a distorted geometry. The level of theory is ωB97M-V with the def2-TZVPD basis set.

Each line ends with the Mulliken charge.
Element x y z (Å)
C  -2.124  -1.021  1.027  -1.404
C  -1.303  0.024  0.287  0.164
C  -1.113  1.287  1.152  0.648
C  -0.982  2.553  0.323  -1.627
C  0.105  1.146  2.067  -1.359
H  -1.597  -1.367  1.918  0.350
H  -3.127  -0.678  1.264  0.420
H  -2.180  -1.962  0.465  0.360
H  -0.331  -0.310  -0.063  -0.289
H  -1.852  0.339  -0.603  0.355
H  -2.015  1.389  1.762  0.233
H  -1.015  3.413  0.998  0.431
H  -1.755  2.696  -0.436  0.409
H  -0.055  2.622  -0.239  0.251
H  -0.140  0.534  2.933  0.389
H  0.325  2.118  2.518  0.390
H  0.979  0.787  1.530  0.271
O  0.733  0.900  -1.934  -0.589
H  0.823  0.006  -2.269  0.290
H  1.582  1.179  -1.590  0.297
O  1.260  -2.973  -0.003  -0.662
H  0.761  -3.738  -0.311  0.312
H  0.587  -2.308  0.192  0.382
O  2.613  -1.076  -2.189  -0.657
H  2.933  -1.792  -2.742  0.290
H  2.454  -1.431  -1.311  0.345

SMILES string: CCC(C)C.O.O.O
LUMO energy: 0.47 eV
Max |F|: 1.5 eV/Å
Energy above the lowest of the compared OMol25 structures with the same formula, charge and spin: 0.1546 eV


This record from the Open Molecules 2025 dataset describes a cluster of 6 separate species, C5H18O8 in total at a distorted geometry. The level of theory is ωB97M-V with the def2-TZVPD basis set.

Each line ends with the Mulliken charge.
Element x y z (Å)
O  -0.198  0.624  -0.141  -0.629
C  -1.305  0.686  0.371  0.594
O  -1.646  1.558  1.326  -0.518
C  -2.570  -0.001  -0.022  -0.563
C  -2.542  -0.763  -1.384  -0.449
C  -1.367  -0.781  -2.309  -0.313
C  -0.990  0.575  -2.872  0.232
O  -1.651  1.045  -3.741  -0.097
H  -0.962  1.913  1.951  0.552
H  -2.720  -0.844  0.735  0.285
H  -3.402  0.740  -0.009  0.366
H  -2.685  -1.837  -1.249  0.351
H  -3.275  -0.346  -2.157  0.275
H  -0.393  -1.039  -1.870  0.064
H  -1.507  -1.440  -3.206  0.526
H  0.037  1.053  -2.460  0.324
H  1.048  -0.958  0.827  0.250
H  1.347  -1.563  2.041  0.364
O  0.671  -1.452  1.472  -0.546
H  0.758  1.749  2.639  0.367
H  0.280  2.919  3.623  0.348
O  0.201  2.587  2.664  -0.684
H  3.285  -1.447  -0.271  0.291
H  2.558  -2.568  0.432  0.341
O  2.973  -1.658  0.577  -0.692
H  1.276  -0.651  -0.965  0.166
H  2.113  0.342  -1.393  0.415
O  1.928  -0.483  -1.563  -0.641
H  3.358  0.960  2.864  0.289
H  2.804  0.187  1.736  0.317
O  2.577  0.894  2.352  -0.586

LUMO energy (spin up / spin down): -5.11 / -8.92 eV
Max |F|: 7.7 eV/Å
Charge: +1
2S+1: 2


This record from the Open Molecules 2025 dataset describes a cluster of 4 separate species, C5H19N2O3 in total at a distorted geometry. The level of theory is ωB97M-V with the def2-TZVPD basis set.

Each line ends with the Mulliken charge.
Element x y z (Å)
C  -2.031  -1.922  1.722  -1.366
C  -1.531  -0.601  1.162  -0.303
C  -1.296  -0.703  -0.424  0.108
C  0.004  -1.438  -0.709  -0.732
N  1.156  -0.511  -0.893  0.176
C  1.290  0.331  -1.980  0.075
N  0.511  0.519  -3.030  -0.112
H  -2.426  -1.684  2.631  0.431
H  -2.707  -2.462  1.174  0.399
H  -1.155  -2.520  1.906  0.391
H  -2.220  0.229  1.400  0.408
H  -0.644  -0.222  1.665  0.091
H  -1.184  0.369  -0.780  0.145
H  -2.053  -1.279  -0.950  0.335
H  0.357  -2.061  0.228  0.301
H  -0.100  -2.140  -1.586  0.303
H  1.908  -0.423  -0.149  0.355
H  2.177  1.072  -1.812  0.329
H  -0.203  -0.097  -3.239  0.251
H  0.787  1.305  -3.693  0.353
H  1.176  2.369  1.014  0.306
H  2.651  2.237  1.468  0.315
O  1.991  1.841  0.884  -0.591
H  2.198  -1.508  2.559  0.277
H  1.508  -0.091  2.197  0.312
O  1.882  -0.990  1.915  -0.593
H  -0.185  3.992  -0.541  0.319
H  -1.414  3.224  -1.129  0.325
O  -0.445  3.162  -1.010  -0.607

LUMO energy (spin up / spin down): -8.23 / -13.47 eV
Max |F|: 7.4 eV/Å
Charge: +2
2S+1: 2
Energy above the lowest of the compared OMol25 structures with the same formula, charge and spin: 3.9407 eV


This record from the Open Molecules 2025 dataset describes a structure of composition C5H19N3O6Y at a distorted geometry. The level of theory is ωB97M-V with the def2-TZVPD basis set.

Each line ends with the Mulliken charge.
Element x y z (Å)
Y  -1.141  -0.632  0.206  2.029
O  -1.181  -2.438  -1.086  -0.930
H  -1.866  -2.803  -1.679  0.140
O  -1.217  1.204  1.468  -0.838
H  -1.459  2.149  1.518  0.096
O  -1.864  0.591  -1.480  -0.964
H  -1.178  0.907  -2.099  0.120
O  -0.333  -1.903  1.778  -0.930
H  -0.015  -1.517  2.617  0.176
C  -4.432  -0.713  1.261  0.645
O  -3.433  -0.827  0.616  -0.651
N  -4.525  -0.637  2.583  -0.382
N  -5.572  -0.540  0.718  -0.416
H  -5.472  -0.503  2.905  0.116
H  -3.778  -0.929  3.198  0.245
H  -6.346  -0.709  1.344  0.124
H  -5.715  -0.105  -0.182  0.241
C  2.024  0.842  0.961  -1.322
C  1.666  0.786  -0.526  0.725
C  2.896  0.962  -1.395  -1.216
O  3.873  0.073  -1.093  -0.261
C  5.103  0.412  -1.770  -0.874
N  1.199  -0.558  -0.779  -0.499
H  1.439  1.631  1.432  0.295
H  3.054  1.195  1.014  0.422
H  1.914  -0.057  1.567  0.239
H  0.971  1.567  -0.834  0.368
H  3.264  1.988  -1.379  0.471
H  2.537  0.843  -2.417  0.499
H  5.071  0.402  -2.859  0.351
H  5.929  -0.224  -1.450  0.276
H  5.440  1.443  -1.666  0.334
H  1.983  -1.191  -0.714  0.174
H  1.170  -0.709  -1.778  0.197

LUMO energy: 2.87 eV
Max |F|: 6.3 eV/Å
Charge: -1


This record from the Open Molecules 2025 dataset describes a cluster of 4 separate species, C5H19NO4 in total at a distorted geometry. The level of theory is ωB97M-V with the def2-TZVPD basis set.

Each line ends with the Mulliken charge.
Element x y z (Å)
C  17.740  -0.550  5.079  -0.682
O  17.046  0.643  5.382  -0.372
C  17.085  1.605  4.364  -0.457
C  18.346  2.479  4.425  0.522
C  18.412  3.221  5.741  -1.401
N  18.292  3.476  3.344  -0.671
H  17.282  -1.077  4.237  0.282
H  17.874  -1.169  5.958  0.286
H  18.757  -0.303  4.730  0.265
H  17.019  1.193  3.345  0.398
H  16.190  2.209  4.534  0.127
H  19.219  1.832  4.265  0.274
H  19.341  3.796  5.833  0.392
H  18.394  2.613  6.649  0.331
H  17.572  3.910  5.843  0.286
H  19.097  4.089  3.389  0.235
H  18.306  3.012  2.440  0.208
C  15.734  8.260  5.501  -0.534
O  15.248  6.973  5.832  -0.499
H  16.831  8.314  5.568  0.229
H  15.443  8.557  4.487  0.239
H  15.346  8.987  6.215  0.232
H  15.579  6.365  5.143  0.412
O  15.903  5.177  3.763  -0.729
H  15.207  4.521  3.595  0.348
H  16.751  4.688  3.659  0.337
O  13.552  3.512  3.344  -0.683
H  12.940  2.811  3.091  0.305
H  13.326  3.720  4.262  0.319

SMILES string: COC[C@H](C)N.CO.O.O
LUMO energy: 0.56 eV
Max |F|: 1.5 eV/Å
Energy above the lowest of the compared OMol25 structures with the same formula, charge and spin: 1.2992 eV


This record from the Open Molecules 2025 dataset describes a cluster of 6 separate species, C5H19NO5 in total at a distorted geometry. The level of theory is ωB97M-V with the def2-TZVPD basis set.

Each line ends with the Mulliken charge.
Element x y z (Å)
C  1.626  -2.035  0.338  -0.472
C  0.465  -2.649  0.579  -0.464
C  -0.887  -2.000  0.662  -0.351
C  -1.424  -1.541  -0.457  0.054
C  -2.874  -1.018  -0.443  -0.810
N  -2.922  0.289  0.272  -0.705
H  2.439  -2.657  -0.018  0.301
H  1.650  -0.957  0.423  0.031
H  0.466  -3.730  0.546  0.308
H  -1.283  -2.113  1.658  0.398
H  -0.936  -1.578  -1.423  0.462
H  -3.323  -0.833  -1.418  0.377
H  -3.417  -1.730  0.183  0.321
H  -2.370  0.267  1.119  0.298
H  -2.516  0.992  -0.332  0.260
O  0.727  0.713  2.227  -0.497
H  0.135  1.393  2.557  0.242
H  0.995  0.111  2.925  0.259
O  -0.568  2.959  0.635  -0.636
H  -1.094  2.151  0.703  0.271
H  -0.590  3.019  -0.335  0.309
O  2.154  -0.018  -1.838  -0.643
H  2.560  0.577  -1.193  0.366
H  2.329  0.284  -2.733  0.275
O  2.871  1.519  0.643  -0.642
H  3.151  2.429  0.837  0.301
H  1.969  1.702  0.991  0.341
O  0.266  1.842  -2.221  -0.641
H  -0.115  1.620  -3.076  0.292
H  0.516  0.990  -1.807  0.394

SMILES string: C=C/C=C/CN.O.O.O.O.O
LUMO energy: 0.44 eV
Max |F|: 2.6 eV/Å
Energy above the lowest of the compared OMol25 structures with the same formula, charge and spin: 2.2276 eV